Entry 1:
DFT (ωB97M-V/def2-TZVPD) results for a molecular structure, C19H22AgAsN4O2S.

Summary:
HOMO level in eV: -7.73
Gap between HOMO and LUMO in Ha: 0.3030
Lowest unoccupied orbital energy in eV: 0.51

ORCA input file:
```
! RIJCOSX wB97M-V def2-TZVPD def2/J DEFGRID3
* xyz 0 1
Ag 0.37 1.01 0.60
N -6.84 -3.29 3.01
C -5.71 -2.72 2.42
C -5.76 -2.27 1.10
C -4.64 -1.74 0.49
C -3.45 -1.68 1.20
C -3.38 -2.13 2.50
C -4.50 -2.65 3.12
S -2.00 -1.03 0.44
O -2.24 -0.86 -0.97
O -0.90 -1.89 0.84
N -1.65 0.40 1.15
C -2.47 1.48 0.92
N -3.78 1.32 0.67
C -4.49 2.41 0.47
C -3.96 3.69 0.52
C -2.60 3.75 0.79
N -1.85 2.68 0.98
H -7.72 -3.00 2.62
H -6.85 -3.26 4.02
H -6.69 -2.33 0.55
H -4.67 -1.38 -0.52
H -2.44 -2.09 3.04
H -4.45 -3.01 4.14
H -5.55 2.25 0.26
H -4.56 4.57 0.36
H -2.09 4.71 0.85
C 4.07 0.79 1.02
As 2.64 1.02 -0.27
C 3.26 2.55 -1.28
C 2.93 -0.47 -1.52
C 4.31 -0.52 -2.09
C 5.33 -1.20 -1.44
C 6.62 -1.21 -1.95
C 6.91 -0.54 -3.12
C 5.90 0.14 -3.79
C 4.61 0.15 -3.28
H 5.04 0.77 0.52
H 3.91 -0.13 1.57
H 4.03 1.63 1.71
H 4.26 2.38 -1.66
H 3.25 3.42 -0.63
H 2.58 2.73 -2.11
H 2.17 -0.36 -2.29
H 2.69 -1.38 -0.96
H 5.11 -1.74 -0.52
H 7.40 -1.76 -1.43
H 7.92 -0.55 -3.52
H 6.12 0.66 -4.72
H 3.83 0.67 -3.81
*
```



Entry 2:
DFT (ωB97M-V/def2-TZVPD) results for a molecular structure, C19H22AsBr4N3O6Ti.

Summary:
HOMO level in eV: -8.16
Gap between HOMO and LUMO in Ha: 0.2744
Lowest unoccupied orbital energy in eV: -0.69
ΔE to the lowest compared entry with this formula, charge and spin in kcal/mol: 0.0

ORCA input file:
```
! RIJCOSX wB97M-V def2-TZVPD def2/J DEFGRID3
* xyz 0 1
Ti -1.12 -0.17 0.52
Br -1.32 6.60 -0.88
C -1.14 4.94 -0.02
C -0.87 4.88 1.35
Br -0.67 6.46 2.36
C -0.73 3.64 1.98
Br -0.34 3.45 3.81
C -0.86 2.49 1.23
O -0.77 1.24 1.71
C -1.16 2.54 -0.14
O -1.29 1.35 -0.71
C -1.29 3.76 -0.77
Br -1.66 3.75 -2.61
O -4.62 -2.00 -0.14
C -3.54 -1.50 -0.29
O -2.99 -0.62 0.51
C -2.64 -1.82 -1.46
C -3.06 -2.62 -2.51
C -2.19 -2.79 -3.58
C -0.96 -2.15 -3.56
C -0.63 -1.37 -2.46
N -1.45 -1.23 -1.42
H -4.04 -3.07 -2.47
H -2.47 -3.40 -4.42
H -0.27 -2.24 -4.38
H 0.32 -0.85 -2.41
N -2.10 -0.92 3.07
N -1.87 -2.29 2.96
C -1.17 -2.76 1.87
O -1.14 -3.93 1.57
O -0.51 -1.82 1.22
H -1.81 -0.58 3.97
H -3.06 -0.68 2.87
H -2.52 -2.94 3.36
C 2.32 -2.78 -0.39
C 2.61 -1.36 -0.88
As 1.55 -0.04 0.09
C 2.22 1.66 -0.58
C 1.81 1.90 -2.03
C 2.29 -0.14 1.90
C 3.80 -0.13 1.99
H 2.90 -3.51 -0.96
H 1.26 -3.03 -0.48
H 2.58 -2.90 0.66
H 2.39 -1.26 -1.94
H 3.66 -1.10 -0.75
H 3.30 1.70 -0.46
H 1.79 2.43 0.07
H 2.27 1.17 -2.70
H 2.13 2.89 -2.36
H 0.73 1.85 -2.15
H 1.86 -1.04 2.34
H 1.84 0.70 2.43
H 4.25 -1.00 1.50
H 4.12 -0.15 3.04
H 4.23 0.77 1.54
*
```



Entry 3:
DFT (ωB97M-V/def2-TZVPD) results for a single C19H22BN3O2 molecule at a distorted geometry.

Summary:
HOMO level in eV: -7.13
Gap between HOMO and LUMO in Ha: 0.2807
Lowest unoccupied orbital energy in eV: 0.51
ΔE to the lowest compared entry with this formula, charge and spin in kcal/mol: 37.8

ORCA input file:
```
! RIJCOSX wB97M-V def2-TZVPD def2/J DEFGRID3
* xyz 0 1
N -1.38 -0.26 -4.73
N -1.03 2.13 -1.96
O 1.74 -2.14 1.43
O -0.15 -0.73 1.64
B 0.64 -1.55 0.83
C -1.14 0.31 -3.47
C -0.96 -1.50 -4.67
C 0.47 -2.97 -1.56
C 0.16 -2.99 -2.84
C 0.38 -1.83 -0.76
C -0.05 -0.70 -1.35
C -0.45 -1.76 -3.37
C -1.55 1.64 -3.09
C -1.15 3.43 -1.71
C -2.22 2.42 -4.01
C -1.70 4.30 -2.58
C -2.33 3.76 -3.72
N -0.57 -0.66 -2.60
C -0.52 3.92 -0.48
C 0.80 -3.10 3.33
C 2.91 -1.44 3.52
C -0.50 -0.58 3.98
C 1.27 0.84 2.85
C 1.59 -1.83 2.82
C 0.58 -0.57 2.80
H -0.94 -2.01 -5.64
H 0.90 -3.86 -1.02
H 0.18 -3.88 -3.48
H -0.20 0.19 -0.75
H -2.54 2.03 -4.95
H -1.71 5.35 -2.31
H -2.93 4.39 -4.30
H 0.53 4.03 -0.60
H -0.82 3.32 0.37
H -0.87 4.96 -0.31
H 0.58 -2.89 4.39
H 0.01 -3.35 2.60
H 1.48 -3.94 3.28
H 3.50 -0.64 3.03
H 2.60 -1.12 4.49
H 3.54 -2.32 3.58
H -1.25 -1.38 3.79
H -1.01 0.35 4.13
H -0.06 -0.78 4.94
H 1.56 0.97 3.82
H 0.53 1.58 2.44
H 2.11 0.88 2.18
*
```



Entry 4:
DFT (ωB97M-V/def2-TZVPD) results for a molecular structure, C19H22CoN4O at a distorted geometry.

Summary:
HOMO level (spin up / spin down) in eV: -19.27 / -19.27
Gap between HOMO and LUMO (spin up / spin down) in Ha: 0.2530 / 0.2556
Lowest unoccupied orbital energy (spin up / spin down) in eV: -12.39 / -12.32

ORCA input file:
```
! RIJCOSX wB97M-V def2-TZVPD def2/J DEFGRID3
* xyz 3 1
Co 0.11 -0.25 -0.74
C -1.00 -0.53 2.06
C -1.76 -1.73 1.48
C -2.54 -1.33 0.27
C -3.90 -1.59 0.18
C -4.60 -1.16 -0.94
C -3.94 -0.48 -1.95
C -2.58 -0.27 -1.80
N -1.91 -0.69 -0.72
N 0.28 -0.25 1.38
C 0.76 1.12 1.71
C 0.30 2.14 0.72
C 0.18 3.48 1.06
C -0.16 4.39 0.07
C -0.35 3.94 -1.23
C -0.22 2.60 -1.50
N 0.09 1.72 -0.53
C 1.32 -1.24 1.75
C 2.44 -1.16 0.76
C 3.75 -1.45 1.08
C 4.72 -1.37 0.09
C 4.34 -1.00 -1.20
C 3.01 -0.72 -1.44
N 2.08 -0.81 -0.48
H -0.80 -0.72 3.12
H -1.63 0.36 2.00
H -2.43 -2.12 2.24
H -1.07 -2.54 1.23
H -4.40 -2.12 0.98
H -5.67 -1.36 -1.02
H -4.44 -0.12 -2.83
H -2.03 0.25 -2.57
H 1.86 1.12 1.68
H 0.46 1.39 2.72
H 0.35 3.79 2.08
H -0.27 5.44 0.31
H -0.60 4.63 -2.04
H -0.35 2.21 -2.50
H 0.89 -2.25 1.74
H 1.68 -1.05 2.76
H 4.01 -1.73 2.10
H 5.75 -1.60 0.32
H 5.06 -0.92 -2.00
H 2.69 -0.42 -2.43
O 0.18 -1.57 -2.40
H 0.88 -2.23 -2.56
H -0.54 -1.78 -3.01
*
```



Entry 5:
DFT (ωB97M-V/def2-TZVPD) results for a molecular structure, C19H22CrIN6O7 at a distorted geometry.

Summary:
HOMO level (spin up / spin down) in eV: 1.69 / -1.92
Gap between HOMO and LUMO (spin up / spin down) in Ha: 0.0418 / 0.1715
Lowest unoccupied orbital energy (spin up / spin down) in eV: 2.82 / 2.74
⟨S²⟩: 3.845

ORCA input file:
```
! RIJCOSX wB97M-V def2-TZVPD def2/J DEFGRID3
* xyz -2 4
C -4.69 -0.76 -1.27
I -2.49 -0.62 -1.45
H -5.06 0.14 -1.76
H -4.96 -0.83 -0.22
H -4.98 -1.64 -1.83
C 2.06 -2.16 -2.82
C 1.53 -1.19 -3.60
N 0.59 -0.54 -2.84
C 0.44 -1.13 -1.62
N 1.40 -2.10 -1.61
H 2.85 -2.87 -3.01
H 1.76 -0.92 -4.62
C -0.81 2.09 3.54
C -0.89 0.93 1.60
N -0.36 0.97 2.85
H -2.08 3.73 2.82
N -1.56 2.11 1.48
H -0.52 2.29 4.56
Cr -0.39 -0.36 0.08
C -1.06 -1.95 0.81
O -1.66 -2.93 1.11
C -1.57 2.80 2.68
C -2.18 2.62 0.28
H -1.92 3.68 0.16
H -3.27 2.54 0.34
H -1.83 2.05 -0.59
C 0.56 0.03 3.45
H 0.48 0.15 4.54
H 1.60 0.26 3.17
H 0.33 -1.00 3.17
C 1.78 -2.95 -0.49
H 2.24 -3.85 -0.91
H 0.91 -3.23 0.11
H 2.53 -2.45 0.14
C -0.07 0.67 -3.29
H -1.01 0.81 -2.73
H -0.32 0.55 -4.34
H 0.58 1.54 -3.17
O 2.16 1.46 -1.15
C 2.35 0.77 -0.14
O 1.46 0.09 0.53
C 3.75 0.62 0.43
C 3.97 -0.04 1.65
C 5.27 -0.07 2.21
C 6.36 0.50 1.53
C 6.14 1.10 0.28
C 4.84 1.17 -0.26
N 7.27 1.64 -0.43
O 8.39 1.53 0.11
O 7.09 2.20 -1.54
N 5.40 -0.61 3.54
O 4.35 -0.95 4.12
O 6.53 -0.71 4.06
H 3.15 -0.53 2.16
H 7.36 0.49 1.95
H 4.67 1.66 -1.21
*
```



Copy entry 1 word for word.
DFT (ωB97M-V/def2-TZVPD) results for a molecular structure, C19H22AgAsN4O2S.

Summary:
HOMO level in eV: -7.73
Gap between HOMO and LUMO in Ha: 0.3030
Lowest unoccupied orbital energy in eV: 0.51

ORCA input file:
```
! RIJCOSX wB97M-V def2-TZVPD def2/J DEFGRID3
* xyz 0 1
Ag 0.37 1.01 0.60
N -6.84 -3.29 3.01
C -5.71 -2.72 2.42
C -5.76 -2.27 1.10
C -4.64 -1.74 0.49
C -3.45 -1.68 1.20
C -3.38 -2.13 2.50
C -4.50 -2.65 3.12
S -2.00 -1.03 0.44
O -2.24 -0.86 -0.97
O -0.90 -1.89 0.84
N -1.65 0.40 1.15
C -2.47 1.48 0.92
N -3.78 1.32 0.67
C -4.49 2.41 0.47
C -3.96 3.69 0.52
C -2.60 3.75 0.79
N -1.85 2.68 0.98
H -7.72 -3.00 2.62
H -6.85 -3.26 4.02
H -6.69 -2.33 0.55
H -4.67 -1.38 -0.52
H -2.44 -2.09 3.04
H -4.45 -3.01 4.14
H -5.55 2.25 0.26
H -4.56 4.57 0.36
H -2.09 4.71 0.85
C 4.07 0.79 1.02
As 2.64 1.02 -0.27
C 3.26 2.55 -1.28
C 2.93 -0.47 -1.52
C 4.31 -0.52 -2.09
C 5.33 -1.20 -1.44
C 6.62 -1.21 -1.95
C 6.91 -0.54 -3.12
C 5.90 0.14 -3.79
C 4.61 0.15 -3.28
H 5.04 0.77 0.52
H 3.91 -0.13 1.57
H 4.03 1.63 1.71
H 4.26 2.38 -1.66
H 3.25 3.42 -0.63
H 2.58 2.73 -2.11
H 2.17 -0.36 -2.29
H 2.69 -1.38 -0.96
H 5.11 -1.74 -0.52
H 7.40 -1.76 -1.43
H 7.92 -0.55 -3.52
H 6.12 0.66 -4.72
H 3.83 0.67 -3.81
*
```